The following is a DFT calculation (ωB97M-V with the def2-TZVPD basis set) of C9H14O2 in the gas phase.

Computed properties:
Max |F|   3.543 eV Å⁻¹
Total energy   -501.6566 Eh
Lowest unoccupied orbital energy   0.87 eV
Charge   0
HOMO   -7.8983 eV

Each line ends with the Löwdin charge.
Atoms and positions in Å:
O: 0.64 -2.56 0.71  0.000
O: -1.06 1.39 0.65  -0.108
C: 1.13 -0.47 1.62  -0.082
C: 1.03 1.23 -0.66  -0.097
C: -0.04 -0.79 -0.87  -0.198
C: 0.42 0.30 -1.55  -0.076
C: 0.35 1.35 0.46  -0.322
C: -0.83 -1.85 -1.66  -0.055
C: 0.20 -1.26 0.58  -0.332
C: 0.98 1.09 1.80  -0.081
C: -1.84 2.02 -0.34  -0.093
H: -0.27 -2.31 -2.56  0.112
H: -0.82 -1.15 0.86  0.138
H: 1.81 1.74 1.91  0.108
H: 0.45 0.44 -2.71  0.146
H: -2.77 2.32 0.15  0.081
H: 2.20 -0.59 1.40  0.116
H: 0.27 1.34 2.54  0.097
H: 1.57 -2.54 0.78  0.080
H: 0.99 -1.09 2.56  0.132
H: -1.80 -1.55 -2.04  0.070
H: -2.37 1.32 -1.12  0.120
H: 2.10 1.50 -0.68  0.125
H: -1.38 2.87 -0.77  0.076
H: -0.96 -2.72 -1.08  0.045